1.
{
  "formula": "C11H15N2O",
  "method": "wB97M-V/def2-TZVPD",
  "energy_ha": -612.53782,
  "de_lowest_ev": 2.832,
  "charge": 1,
  "e_lumo_ev": -4.6174,
  "homo_lumo_gap_ev": 8.2,
  "elements": ["C", "C", "C", "C", "C", "C", "C", "C", "C", "C", "C", "N", "N", "O", "H", "H", "H", "H", "H", "H", "H", "H", "H", "H", "H", "H", "H", "H", "H"],
  "positions_angstrom": [[-3.462, 0.221, 0.423], [-2.961, -1.020, -0.113], [-2.514, 1.317, 0.518], [-1.695, -1.151, -0.610], [-1.187, 1.137, 0.086], [-0.814, -0.003, -0.552], [0.989, -2.308, -2.106], [0.550, -0.090, -1.017], [1.814, 0.549, 1.209], [0.943, 0.975, 2.395], [2.695, 1.632, 0.611], [0.341, -3.053, -1.401], [1.045, -0.909, -1.874], [1.659, -0.510, 0.528], [-4.435, 0.148, 0.902], [-3.780, -1.734, -0.266], [-2.632, 2.264, 1.102], [-1.332, -2.057, -0.972], [-0.574, 1.989, 0.265], [1.560, -2.619, -3.060], [1.002, 0.938, -0.966], [0.530, 1.982, 2.294], [1.426, 0.904, 3.347], [0.123, 0.113, 2.263], [2.036, 2.554, 0.528], [3.057, 1.564, -0.536], [3.663, 1.869, 1.016], [0.104, -4.039, -1.613], [1.849, -0.661, -2.402]]
}


2.
{
  "formula": "C14H42O7",
  "method": "wB97M-V/def2-TZVPD",
  "energy_ha": -1085.14688,
  "de_lowest_ev": 3.124,
  "charge": 0,
  "e_lumo_ev": 0.3475,
  "homo_lumo_gap_ev": 10.5,
  "elements": ["C", "C", "O", "H", "H", "H", "H", "H", "H", "C", "C", "O", "H", "H", "H", "H", "H", "H", "C", "C", "O", "H", "H", "H", "H", "H", "H", "C", "C", "O", "H", "H", "H", "H", "H", "H", "C", "C", "O", "H", "H", "H", "H", "H", "H", "C", "C", "O", "H", "H", "H", "H", "H", "H", "C", "C", "O", "H", "H", "H", "H", "H", "H"],
  "positions_angstrom": [[5.277, -2.913, 0.074], [4.869, -1.535, -0.416], [5.100, -0.692, 0.629], [5.091, -3.734, -0.619], [4.810, -3.216, 1.011], [6.344, -2.890, 0.298], [3.870, -1.538, -0.852], [5.509, -1.333, -1.275], [5.955, -0.820, 1.047], [1.141, -5.150, -3.904], [0.944, -6.030, -2.705], [1.790, -7.172, -2.726], [0.510, -4.263, -3.841], [1.020, -5.612, -4.884], [2.170, -4.813, -4.033], [-0.095, -6.358, -2.668], [1.074, -5.521, -1.750], [1.834, -7.585, -1.860], [-3.740, 6.350, 6.457], [-3.973, 7.679, 5.818], [-4.144, 8.632, 6.854], [-2.837, 6.400, 7.065], [-3.524, 5.614, 5.683], [-4.548, 6.009, 7.105], [-4.806, 7.707, 5.116], [-3.095, 7.865, 5.200], [-4.143, 9.481, 6.407], [-1.559, 1.173, -5.657], [-0.495, 0.778, -6.698], [-1.007, -0.350, -7.368], [-1.782, 0.338, -4.993], [-2.425, 1.442, -6.263], [-1.204, 2.019, -5.068], [0.438, 0.491, -6.212], [-0.303, 1.569, -7.424], [-0.336, -0.747, -7.928], [2.630, 6.469, -2.901], [1.679, 7.069, -1.905], [1.281, 8.325, -2.366], [2.819, 5.460, -2.534], [3.563, 7.029, -2.962], [2.162, 6.508, -3.884], [2.055, 7.022, -0.884], [0.815, 6.406, -1.958], [2.050, 8.897, -2.310], [-0.837, -0.471, 1.703], [-0.824, 1.078, 1.902], [-0.040, 1.546, 0.842], [0.159, -0.879, 1.876], [-1.107, -0.658, 0.663], [-1.514, -1.022, 2.355], [-0.399, 1.276, 2.886], [-1.848, 1.427, 1.766], [0.844, 1.188, 0.955], [-2.932, -6.661, 4.326], [-3.051, -8.177, 4.389], [-2.782, -8.772, 3.167], [-3.158, -6.171, 5.273], [-3.608, -6.317, 3.544], [-1.919, -6.348, 4.072], [-4.037, -8.427, 4.781], [-2.299, -8.591, 5.061], [-3.432, -8.481, 2.522]]
}


3.
{
  "formula": "C6H21NO5",
  "method": "wB97M-V/def2-TZVPD",
  "energy_ha": -672.15493,
  "de_lowest_ev": 1.778,
  "charge": 0,
  "e_lumo_ev": 0.3009,
  "homo_lumo_gap_ev": 10.0,
  "elements": ["C", "C", "C", "C", "C", "N", "C", "H", "H", "H", "H", "H", "H", "H", "H", "H", "H", "H", "H", "H", "O", "H", "H", "O", "H", "H", "O", "H", "H", "O", "H", "H", "O"],
  "positions_angstrom": [[-2.588, -1.690, 0.341], [-2.851, -0.212, 0.074], [-2.316, 0.262, -1.289], [-0.826, 0.186, -1.391], [-0.045, 1.195, -1.758], [1.360, 1.035, -1.820], [2.091, 2.059, -1.773], [-3.072, -2.013, 1.265], [-2.973, -2.302, -0.482], [-1.530, -1.902, 0.464], [-3.922, -0.035, 0.086], [-2.410, 0.401, 0.868], [-2.751, -0.383, -2.059], [-2.652, 1.280, -1.481], [-0.369, -0.758, -1.158], [-0.439, 2.181, -2.010], [1.726, 3.081, -1.680], [3.166, 1.943, -1.823], [0.321, 1.586, 1.654], [-0.609, 1.586, 0.431], [-0.624, 1.673, 1.391], [-0.013, -1.337, 2.193], [-0.865, -0.058, 2.358], [-0.567, -0.865, 2.848], [2.049, -0.781, -1.843], [1.602, -2.195, -2.290], [2.133, -1.738, -1.630], [2.086, -2.504, 1.335], [1.673, -1.752, 0.040], [1.542, -1.773, 1.011], [1.553, 0.522, 3.048], [1.901, -0.030, 1.670], [1.893, 0.793, 2.192]]
}


4.
{
  "formula": "BF4H22O11",
  "method": "wB97M-V/def2-TZVPD",
  "energy_ha": -1265.51354,
  "de_lowest_ev": 0.434,
  "charge": -1,
  "e_lumo_ev": 2.6080,
  "homo_lumo_gap_ev": 9.9,
  "elements": ["B", "F", "F", "F", "F", "O", "H", "H", "O", "H", "H", "O", "H", "H", "O", "H", "H", "O", "H", "H", "O", "H", "H", "O", "H", "H", "O", "H", "H", "O", "H", "H", "O", "H", "H", "O", "H", "H"],
  "positions_angstrom": [[-8.837, 24.293, 5.405], [-7.858, 23.660, 4.646], [-8.274, 24.584, 6.656], [-9.236, 25.392, 4.559], [-9.978, 23.537, 5.682], [-12.769, 23.546, 5.400], [-12.706, 22.670, 5.790], [-11.852, 23.789, 5.196], [-9.322, 22.286, 8.157], [-9.385, 22.814, 7.343], [-8.417, 21.960, 8.164], [-9.359, 28.437, 4.854], [-9.782, 27.867, 5.514], [-9.835, 29.270, 4.915], [-7.992, 27.225, 8.609], [-7.386, 26.885, 9.274], [-8.116, 26.487, 7.999], [-8.761, 23.829, 2.193], [-8.323, 23.713, 3.051], [-9.459, 24.479, 2.369], [-5.485, 25.865, 5.030], [-6.332, 25.404, 4.979], [-5.692, 26.698, 5.470], [-6.501, 21.131, 4.879], [-7.135, 21.852, 4.990], [-5.774, 21.527, 4.389], [-11.366, 26.409, 5.866], [-10.569, 25.956, 5.534], [-11.526, 26.020, 6.733], [-9.973, 26.408, 2.268], [-9.616, 27.076, 2.874], [-10.208, 26.900, 1.474], [-4.856, 24.427, 7.179], [-5.701, 23.974, 7.093], [-4.735, 24.896, 6.315], [-12.335, 24.793, 2.914], [-11.676, 25.494, 3.036], [-12.779, 24.715, 3.773]]
}


5.
{
  "formula": "C39H47Ge2N3O2TeTi",
  "method": "wB97M-V/def2-TZVPD",
  "energy_ha": -7100.58238,
  "de_lowest_ev": 0.000,
  "charge": -2,
  "e_lumo_ev": [4.2708, 4.2728],
  "homo_lumo_gap_ev": [4.5, 6.1],
  "spin_multiplicity": 3,
  "s2": 2.03,
  "elements": ["Ti", "C", "C", "C", "C", "C", "C", "C", "C", "N", "C", "O", "C", "C", "C", "C", "C", "N", "C", "O", "N", "C", "C", "C", "C", "C", "C", "C", "C", "H", "H", "H", "H", "H", "H", "H", "H", "H", "H", "H", "H", "H", "H", "H", "H", "H", "H", "H", "H", "H", "C", "C", "Ge", "C", "C", "C", "C", "Ge", "C", "C", "C", "C", "C", "C", "C", "C", "C", "C", "H", "H", "H", "H", "H", "H", "H", "H", "H", "H", "H", "H", "H", "H", "H", "H", "H", "H", "H", "H", "H", "H", "H", "H", "H", "H", "Te"],
  "positions_angstrom": [[0.347, 0.532, 0.346], [-1.612, 0.830, -2.577], [-2.835, 0.847, -1.704], [-4.073, 0.494, -2.226], [-5.209, 0.502, -1.428], [-5.097, 0.883, -0.101], [-3.873, 1.259, 0.450], [-3.826, 1.752, 1.867], [-2.730, 1.234, -0.358], [-1.463, 1.653, 0.116], [-1.390, 2.981, 0.449], [-2.336, 3.775, 0.495], [0.015, 3.425, 0.680], [0.394, 4.729, 0.869], [1.758, 5.064, 0.895], [2.693, 4.043, 0.638], [2.265, 2.756, 0.455], [0.937, 2.419, 0.537], [3.145, 1.617, 0.059], [4.367, 1.756, -0.068], [2.430, 0.476, -0.156], [3.191, -0.617, -0.643], [4.038, -1.327, 0.218], [4.213, -0.868, 1.633], [4.727, -2.431, -0.265], [4.598, -2.834, -1.586], [3.775, -2.115, -2.436], [3.069, -1.004, -1.980], [2.209, -0.224, -2.935], [-1.875, 0.543, -3.598], [-0.886, 0.097, -2.213], [-1.120, 1.804, -2.596], [-4.141, 0.198, -3.267], [-6.171, 0.218, -1.839], [-5.979, 0.908, 0.534], [-4.467, 1.144, 2.508], [-4.156, 2.792, 1.906], [-2.813, 1.716, 2.261], [-0.388, 5.472, 0.965], [2.077, 6.087, 1.040], [3.755, 4.238, 0.553], [3.254, -0.603, 2.074], [4.837, 0.029, 1.658], [4.677, -1.646, 2.242], [5.368, -2.986, 0.413], [5.128, -3.708, -1.947], [3.660, -2.421, -3.471], [1.871, -0.860, -3.756], [2.765, 0.619, -3.357], [1.331, 0.189, -2.440], [-0.962, 1.414, 5.386], [-0.301, 1.553, 4.016], [-0.128, -0.069, 2.843], [1.052, -1.269, 3.939], [0.357, -2.151, 4.974], [-1.896, -0.949, 3.124], [-2.662, -1.801, 2.433], [-2.208, -2.751, 0.759], [-3.498, -2.685, -0.742], [-4.862, -3.362, -0.621], [-2.215, -4.651, 1.318], [-1.152, -4.985, 2.355], [-3.941, -2.240, 3.061], [-3.942, -2.946, 4.266], [-5.132, -3.338, 4.864], [-6.348, -3.028, 4.271], [-6.361, -2.316, 3.079], [-5.170, -1.932, 2.480], [-0.917, 2.346, 5.962], [-0.481, 0.639, 5.990], [-2.018, 1.146, 5.300], [0.733, 1.896, 4.136], [-0.799, 2.339, 3.440], [1.790, -0.621, 4.426], [1.602, -1.904, 3.244], [-0.180, -1.563, 5.724], [1.064, -2.797, 5.508], [-0.381, -2.799, 4.497], [-2.345, -0.652, 4.081], [-2.908, -3.199, -1.509], [-3.596, -1.652, -1.081], [-4.784, -4.366, -0.194], [-5.336, -3.460, -1.604], [-5.551, -2.800, 0.006], [-2.081, -5.246, 0.409], [-3.214, -4.876, 1.707], [-0.154, -4.723, 1.993], [-1.149, -6.046, 2.624], [-1.314, -4.415, 3.273], [-2.991, -3.182, 4.729], [-5.106, -3.889, 5.798], [-7.278, -3.331, 4.738], [-7.303, -2.054, 2.609], [-5.177, -1.353, 1.564], [0.054, -2.203, -0.224]]
}


6.
{
  "formula": "C12H16BNO",
  "method": "wB97M-V/def2-TZVPD",
  "energy_ha": -621.65463,
  "de_lowest_ev": 1.926,
  "charge": 0,
  "e_lumo_ev": -0.5410,
  "homo_lumo_gap_ev": 7.2,
  "elements": ["B", "C", "C", "C", "C", "C", "C", "C", "C", "C", "C", "C", "C", "N", "O", "H", "H", "H", "H", "H", "H", "H", "H", "H", "H", "H", "H", "H", "H", "H", "H"],
  "positions_angstrom": [[-1.535, 1.288, 0.024], [4.167, -1.178, -0.270], [4.545, -0.343, 0.852], [3.075, -0.819, -0.978], [3.758, 0.676, 1.265], [2.290, 0.319, -0.730], [2.691, 1.097, 0.442], [1.218, 0.839, -1.268], [1.707, 1.997, 0.745], [0.805, 2.028, -0.493], [-2.977, 1.906, 0.547], [-1.915, -2.384, 0.024], [-2.100, -1.128, -0.789], [-1.231, -0.040, -0.484], [-0.632, 2.254, -0.213], [4.630, -2.071, -0.455], [5.385, -0.576, 1.363], [2.721, -1.398, -1.749], [3.866, 1.095, 2.141], [0.804, 0.534, -2.252], [-0.248, -0.288, -0.482], [1.583, 2.794, 1.361], [1.002, 2.952, -1.066], [-2.783, 3.002, 0.699], [-3.153, 1.315, 1.500], [-3.917, 1.791, -0.116], [-2.690, -3.170, -0.130], [-0.932, -2.811, -0.131], [-1.987, -1.981, 1.080], [-2.314, -1.393, -1.839], [-3.128, -1.023, -0.375]]
}


7.
{
  "formula": "C5H11Cl",
  "method": "wB97M-V/def2-TZVPD",
  "energy_ha": -657.23648,
  "de_lowest_ev": 1.728,
  "charge": 0,
  "e_lumo_ev": 0.8850,
  "homo_lumo_gap_ev": 10.2,
  "elements": ["C", "C", "C", "C", "C", "Cl", "H", "H", "H", "H", "H", "H", "H", "H", "H", "H", "H"],
  "positions_angstrom": [[-2.543, -0.845, 0.486], [1.591, 0.037, 1.117], [0.609, 1.464, -0.734], [1.152, -0.903, -1.173], [1.134, 0.152, -0.347], [-3.746, 0.483, 0.169], [-3.099, -1.646, -0.007], [-2.365, -0.934, 1.544], [-1.623, -0.655, -0.022], [0.674, 0.233, 1.756], [2.271, 0.745, 1.547], [1.903, -0.932, 1.255], [1.108, 1.657, -1.650], [-0.575, 1.407, -0.681], [0.918, 2.246, -0.151], [1.006, -0.708, -2.266], [1.585, -1.799, -0.843]]
}


8.
{
  "formula": "C13H24Cl2NO4P2V",
  "method": "wB97M-V/def2-TZVPD",
  "energy_ha": -3412.39992,
  "charge": 1,
  "e_lumo_ev": [-3.5790, -3.4836],
  "homo_lumo_gap_ev": [8.3, 9.0],
  "spin_multiplicity": 4,
  "s2": 3.76,
  "elements": ["V", "P", "C", "C", "N", "C", "C", "C", "C", "C", "P", "H", "H", "H", "H", "H", "H", "H", "H", "O", "H", "H", "O", "H", "C", "H", "H", "H", "C", "H", "H", "H", "C", "H", "H", "H", "C", "H", "H", "H", "Cl", "C", "Cl", "C", "O", "O", "H"],
  "positions_angstrom": [[0.000, 0.000, 0.000], [-0.561, 0.646, -2.135], [-0.787, -1.076, -2.886], [0.145, -2.100, -2.250], [0.589, -1.820, -0.995], [1.400, -2.719, -0.377], [1.790, -3.915, -0.986], [1.320, -4.197, -2.271], [0.485, -3.280, -2.915], [1.908, -2.333, 1.006], [0.755, -1.100, 1.861], [0.105, -3.483, -3.906], [2.443, -4.609, -0.476], [1.601, -5.116, -2.765], [2.037, -3.215, 1.633], [2.886, -1.869, 0.886], [-1.786, -1.388, -2.707], [-0.645, -1.031, -3.965], [-4.405, -1.692, 1.078], [-4.987, -2.096, 0.318], [-5.247, -3.011, 0.618], [-2.562, -0.364, 4.416], [-3.493, -0.693, 4.637], [-3.694, -0.345, 5.556], [-0.354, -2.274, 2.830], [0.243, -2.951, 3.441], [-1.018, -1.710, 3.484], [-0.958, -2.868, 2.143], [1.875, -0.426, 3.216], [1.305, 0.221, 3.884], [2.303, -1.240, 3.800], [2.689, 0.153, 2.778], [0.778, 1.367, -3.242], [0.492, 1.286, -4.291], [0.934, 2.419, -3.003], [1.715, 0.830, -3.092], [-2.122, 1.507, -2.737], [-2.094, 2.563, -2.472], [-2.213, 1.417, -3.820], [-2.999, 1.050, -2.277], [2.079, 4.426, 2.120], [2.191, 3.661, 0.515], [3.829, 2.979, 0.317], [1.129, 2.612, 0.383], [-0.135, 2.953, 0.487], [1.441, 1.355, 0.164], [2.035, 4.435, -0.265]]
}